[1]
Entry from OMol25: a molecular structure, C2H7OS at a distorted geometry (wB97M-V/def2-TZVPD).

XYZ file:
```
11
Properties=species:S:1:pos:R:3:lowdin_charge:R:1
O 1.3508 2.3905 -0.7469 -0.365
H 1.3225 2.3174 0.2122 -0.070
C -0.1824 -1.5550 0.2485 -0.235
C -0.5717 -0.0874 0.2786 -0.732
S -0.7586 0.6216 -1.3848 0.371
H 0.0635 -1.8821 1.2742 0.051
H -0.9574 -2.2113 -0.1218 0.046
H 0.7323 -1.7301 -0.3108 0.050
H 0.0707 0.5110 0.9240 0.040
H -1.5619 -0.0125 0.7234 0.023
H 0.4921 1.6378 -1.0964 -0.177
```

The energy relative to the best compared isomer or geometry (same formula, charge and spin) comes out at 56.15 kJ/mol. The strongest force on any atom comes out at 2.30 eV Å⁻¹. The net charge is -1. The value obtained for the calculated total energy is -15070.8238 eV. The HOMO energy is -3.04 eV. As for the gap between HOMO and LUMO: 7.339 eV.

=====

[2]
Entry from OMol25: a molecular structure, C15H33Br3O22S6 at a distorted geometry (wB97M-V/def2-TZVPD).

XYZ file:
```
79
Properties=species:S:1:pos:R:3:lowdin_charge:R:1
O 3.4492 -14.5493 -10.1869 -0.298
S 3.0809 -13.2876 -9.5239 0.711
O 2.3399 -12.3183 -10.3136 -0.315
O 2.2540 -13.6032 -8.0923 -0.255
C 1.6980 -12.5927 -7.3201 -0.323
C 0.2272 -12.7426 -7.3626 -0.072
C 4.6488 -12.4743 -8.8100 -0.070
H 1.9821 -11.5626 -7.5352 0.115
H 2.1095 -12.8838 -6.3536 0.134
H -0.3415 -12.6078 -8.2827 0.091
H -0.1252 -12.0254 -6.6213 0.021
H -0.0470 -13.7305 -6.9926 0.064
H 5.3461 -12.3067 -9.6308 0.067
H 4.9782 -13.1285 -8.0027 0.066
H 4.3042 -11.5608 -8.3253 0.050
O -1.0120 -8.4306 -12.1001 -0.335
S 0.1805 -9.2720 -11.9029 0.706
O 0.4552 -10.4096 -12.7971 -0.308
O 1.5633 -8.3555 -11.7689 -0.262
C 2.6055 -8.7041 -12.6592 -0.275
C 3.5641 -7.4892 -12.9446 -0.054
C 0.0418 -9.9742 -10.1462 -0.119
H 2.3481 -9.0646 -13.6551 0.112
H 3.0281 -9.5364 -12.0963 0.117
H 3.9370 -7.0315 -12.0284 0.069
H 3.2349 -6.7019 -13.6227 0.072
H 4.4471 -7.8747 -13.4543 0.071
H -0.4777 -9.1931 -9.5911 0.003
H 0.9769 -10.3639 -9.7439 0.041
H -0.6832 -10.7880 -10.1635 0.012
C -3.2813 -9.1162 -7.9590 -1.419
Br -2.5184 -7.3239 -8.3338 0.627
Br -2.3682 -10.0953 -6.4546 0.642
Br -3.3794 -10.1377 -9.6456 0.660
H -4.2534 -8.7097 -7.6800 -0.067
C -4.0106 -14.1022 -4.0795 -0.220
C -3.8245 -13.2412 -5.1849 -0.199
O -2.6406 -13.7659 -5.8445 -0.215
S -1.5316 -14.2604 -4.7451 0.731
O -0.7799 -13.1593 -4.1608 -0.258
O -0.7758 -15.4484 -5.1453 -0.229
O -2.7760 -14.7135 -3.6691 -0.198
H -4.5396 -15.0321 -4.2882 0.141
H -4.4410 -13.6888 -3.1674 0.145
H -3.5893 -12.2075 -4.9316 0.080
H -4.7170 -13.3406 -5.8026 0.151
C -5.5485 -6.8377 -5.9895 -0.175
C -6.9741 -6.6477 -5.3918 -0.168
O -7.2461 -5.2561 -5.3061 -0.194
S -5.8461 -4.3338 -5.4988 0.742
O -5.5666 -3.7107 -4.2220 -0.243
O -5.9840 -3.4750 -6.7104 -0.259
O -4.8790 -5.6156 -5.6927 -0.210
H -5.5073 -7.1078 -7.0447 0.076
H -5.0899 -7.6436 -5.4165 0.123
H -6.9481 -7.1639 -4.4322 0.124
H -7.7131 -7.0864 -6.0623 0.133
C 1.0251 -10.3319 -4.4195 -0.209
C 1.1766 -8.9119 -3.8407 -0.184
O 2.5342 -8.6579 -3.8227 -0.173
S 3.4503 -9.9355 -4.2526 0.724
O 3.8631 -10.7409 -3.0960 -0.240
O 4.5195 -9.5318 -5.1537 -0.238
O 2.2193 -10.6337 -5.0628 -0.206
H 0.1754 -10.3419 -5.1022 0.065
H 0.8565 -11.1066 -3.6716 0.125
H 0.8021 -8.7564 -2.8290 0.137
H 0.5300 -8.3127 -4.4818 0.127
C -4.1572 -6.8227 -11.8213 -0.234
C -4.7505 -5.5678 -12.2980 -0.207
O -5.8895 -5.3474 -11.5142 -0.186
S -6.4374 -6.6851 -10.7739 0.737
O -7.8418 -6.8859 -11.1503 -0.235
O -6.1430 -6.6238 -9.3657 -0.257
O -5.3072 -7.5929 -11.6527 -0.205
H -3.6212 -6.6735 -10.8841 0.076
H -3.5280 -7.2751 -12.5878 0.143
H -5.1645 -5.5448 -13.3061 0.139
H -4.0413 -4.7401 -12.2851 0.142
```

The energy relative to the best compared isomer or geometry (same formula, charge and spin) comes out at 337.58 kJ/mol. The strongest force on any atom comes out at 5.43 eV Å⁻¹. The value obtained for the calculated total energy is -336264.7503 eV. The HOMO energy is -11.10 eV. As for the gap between HOMO and LUMO: 9.674 eV.

=====

[3]
Entry from OMol25: a molecular structure, C29H32CrN5SSe2 (wB97M-V/def2-TZVPD).

XYZ file:
```
70
Properties=species:S:1:pos:R:3:lowdin_charge:R:1
Cr 0.4036 0.4758 -0.2293 0.685
Se 1.2955 -1.7673 -1.1717 0.774
Se -0.0422 -4.5685 -0.7577 0.731
C -1.6272 -4.0186 0.1820 -0.711
C -2.6628 -4.9532 0.2807 -0.116
C -3.7833 -4.6197 1.0115 -0.060
C -3.8470 -3.3704 1.6208 -0.059
C -2.7771 -2.5157 1.4510 -0.146
N -1.6849 -2.8199 0.7423 0.023
C 2.6693 -1.0141 -0.0841 -0.647
C 3.9143 -1.5639 0.2123 -0.052
C 4.7979 -0.8269 0.9736 -0.028
C 4.4388 0.4410 1.4344 -0.032
C 3.1899 0.9228 1.1191 -0.095
N 2.3392 0.2036 0.3759 -0.106
H -2.5780 -5.9172 -0.2023 0.099
H -4.5983 -5.3247 1.1087 0.114
H -4.7023 -3.0709 2.2089 0.106
H -2.7787 -1.5329 1.9129 0.105
H 4.1619 -2.5479 -0.1594 0.120
H 5.7715 -1.2322 1.2147 0.120
H 5.1114 1.0351 2.0351 0.114
H 2.8339 1.8854 1.4656 0.130
S -0.0842 0.5479 4.3031 1.176
C 0.4406 -1.0701 4.0056 -0.452
C 0.7685 -2.0349 4.9551 -0.079
C 1.1748 -3.2703 4.5019 -0.066
C 1.2421 -3.5298 3.1288 -0.050
C 0.9108 -2.5704 2.1971 -0.067
C 0.5049 -1.3130 2.6319 -0.272
N 0.1225 -0.2045 1.8439 0.039
C -0.1780 0.8112 2.6115 -0.534
C -0.5313 2.1068 2.0425 -0.259
C -1.0197 3.1217 2.8643 -0.046
C -1.4180 4.3209 2.3124 -0.060
C -1.3485 4.4708 0.9357 -0.059
C -0.8472 3.4499 0.1389 -0.137
C -0.3836 2.2314 0.6541 -0.134
H 0.7062 -1.8165 6.0120 0.113
H 1.4385 -4.0420 5.2117 0.111
H 1.5425 -4.5093 2.7806 0.112
H 0.9357 -2.8045 1.1518 -0.021
H -1.1031 2.9688 3.9340 0.093
H -1.8006 5.1151 2.9376 0.113
H -1.6930 5.3867 0.4731 0.112
H -0.8774 3.6388 -0.9225 0.067
C -2.6501 0.7669 -0.9586 -0.046
N -1.3698 0.3749 -1.5919 -0.304
C -1.6117 -0.9586 -2.1956 -0.109
C -1.0490 1.3348 -2.6718 -0.164
C 0.3741 1.1714 -3.1566 -0.170
N 1.3544 1.4118 -2.0736 -0.295
C 2.6663 0.8922 -2.5362 -0.098
C 1.5870 2.8606 -1.8943 -0.056
H -3.4215 0.8792 -1.7271 0.107
H -2.5428 1.6974 -0.4115 0.075
H -2.9548 -0.0205 -0.2717 0.091
H -2.4700 -0.8930 -2.8720 0.109
H -1.8188 -1.6753 -1.4062 0.061
H -0.7489 -1.2973 -2.7590 0.036
H -1.2216 2.3411 -2.2972 0.105
H -1.7393 1.1845 -3.5101 0.143
H 0.5642 1.8531 -3.9934 0.143
H 0.5370 0.1563 -3.5191 0.110
H 2.9466 1.4211 -3.4516 0.106
H 2.6041 -0.1711 -2.7401 0.036
H 3.4283 1.0818 -1.7848 0.093
H 2.0565 3.2682 -2.7946 0.105
H 2.2529 3.0168 -1.0471 0.102
H 0.6711 3.3926 -1.7107 0.052
```

The energy relative to the best compared isomer or geometry (same formula, charge and spin) comes out at 31.68 kJ/mol. The strongest force on any atom comes out at 0.52 eV Å⁻¹. As for the expectation value of S²: 6.06. The net charge is +1. The value obtained for the calculated total energy is -207987.6986 eV. The multiplicity is 5. The HOMO energy (spin up / spin down) is -10.19 / -10.28 eV. As for the gap between HOMO and LUMO (spin up / spin down): 7.541 / 6.481 eV.

=====

[4]
Entry from OMol25: 2 unconnected molecules or ions with the total composition C4H7NO2 (wB97M-V/def2-TZVPD).

XYZ file:
```
14
Properties=species:S:1:pos:R:3:lowdin_charge:R:1
C -0.0294 -0.9640 -1.2427 -0.029
N 0.1838 0.2199 -1.6670 0.024
C -0.8308 1.1600 -1.3895 -0.335
O -1.6521 1.0638 -0.5059 0.026
H -0.9829 -1.2889 -0.8165 0.096
H 0.7752 -1.6975 -1.3115 0.092
H -0.7564 2.0620 -2.0154 0.119
C -0.3429 -0.0435 1.6605 -0.002
C 0.8332 -0.5088 1.2476 -0.326
O 1.8930 0.2297 0.8142 -0.012
H -1.1600 -0.7218 1.8807 0.071
H -0.5528 1.0186 1.7325 0.069
H 1.0529 -1.5739 1.2063 0.114
H 1.5692 1.0447 0.4067 0.094
```

The energy relative to the best compared isomer or geometry (same formula, charge and spin) comes out at 285.17 kJ/mol. The strongest force on any atom comes out at 0.59 eV Å⁻¹. The value obtained for the calculated total energy is -9844.3241 eV. As for the SMILES: C=NC=O.C=CO. The HOMO energy is -9.15 eV. As for the gap between HOMO and LUMO: 8.995 eV.

=====

[5]
Entry from OMol25: 2 unconnected molecules or ions with the total composition CHNO2S at a distorted geometry (wB97M-V/def2-TZVPD).

XYZ file:
```
6
Properties=species:S:1:pos:R:3:lowdin_charge:R:1
C -1.3564 0.6929 1.0367 -0.003
N -0.4455 1.0592 0.4283 0.013
O 0.5514 -1.6168 -1.2855 -0.419
O 2.2976 -0.0601 -0.6090 -0.402
S 1.0454 -0.2998 -1.1586 0.764
H -2.0924 0.2245 1.5881 0.046
```

The energy relative to the best compared isomer or geometry (same formula, charge and spin) comes out at 18.23 kJ/mol. The strongest force on any atom comes out at 3.32 eV Å⁻¹. The value obtained for the calculated total energy is -17471.9863 eV. The HOMO energy is -10.95 eV. As for the gap between HOMO and LUMO: 10.767 eV.

=====

[6]
Entry from OMol25: a molecular structure, C32H27BrF6MnN4O6 at a distorted geometry (wB97M-V/def2-TZVPD).

XYZ file:
```
77
Properties=species:S:1:pos:R:3:lowdin_charge:R:1
Mn -0.6295 0.1162 0.6022 1.000
C -1.4545 -4.0567 0.0679 -0.087
O -0.1793 -4.6591 -0.0350 -0.100
C 0.8873 -3.9325 -0.5326 -0.199
C 1.9377 -4.7057 -0.9928 -0.044
C 3.0982 -4.1294 -1.5000 -0.142
C 3.2245 -2.7613 -1.5041 -0.091
C 2.1977 -1.9372 -1.0225 -0.154
C 2.3923 -0.5266 -1.0048 -0.086
N 1.5708 0.3507 -0.5105 -0.017
N 1.9443 1.6433 -0.6338 0.043
C 1.0687 2.5054 -0.1587 -0.453
O -0.0001 2.2000 0.4743 -0.124
C 1.3489 3.9208 -0.4317 -0.137
C 0.2887 4.8252 -0.5428 -0.014
C 0.5254 6.1527 -0.8272 -0.091
C 1.8282 6.6091 -0.9896 -0.115
C 2.8883 5.7169 -0.8729 -0.110
C 2.6558 4.3845 -0.6059 -0.040
C 0.9628 -2.5032 -0.5510 -0.295
O -0.0191 -1.7683 -0.1882 -0.150
H -2.1027 -4.8177 0.5047 0.081
H -1.8399 -3.7847 -0.9194 0.096
H -1.4533 -3.1661 0.6971 0.064
H 1.8373 -5.7806 -0.9355 0.103
H 3.8891 -4.7599 -1.8831 0.080
H 4.1335 -2.3014 -1.8738 0.093
H 3.3222 -0.1585 -1.4546 0.111
H -0.7172 4.4502 -0.4290 0.103
H -0.3030 6.8433 -0.9217 0.099
H 2.0130 7.6518 -1.2204 0.087
H 3.9024 6.0821 -0.9884 0.089
H 3.4691 3.6811 -0.5219 0.100
O -3.0844 4.5789 1.9438 -0.059
C -4.1488 4.0752 1.1811 -0.302
N -4.0363 4.4527 -0.2043 0.053
C -4.3693 3.6236 -1.2976 -0.491
O -5.1115 4.1114 -2.1691 -0.048
C -3.7493 2.3323 -1.4188 -0.154
C -4.1689 1.4622 -2.4689 -0.058
C -3.5328 0.2639 -2.6502 -0.104
C -2.4636 -0.0866 -1.8240 -0.166
N -2.0315 0.7331 -0.8466 -0.045
C -2.6613 1.8757 -0.6452 -0.095
H -2.2747 4.1179 1.6910 0.063
H -5.0459 4.5143 1.6438 0.123
H -4.2147 2.9866 1.2518 0.096
H -4.4017 5.3814 -0.3828 0.116
H -4.9655 1.7965 -3.1173 0.091
H -3.8427 -0.4151 -3.4335 0.088
H -1.9217 -1.0139 -1.9538 0.087
H -2.2481 2.5108 0.1311 0.086
C -2.7890 -1.6124 3.7716 0.022
C -3.2548 -1.0548 2.4017 -0.495
O -2.3299 -0.9178 1.4773 -0.153
C -4.3996 -2.0003 1.8997 -0.555
F -5.5282 -1.9073 2.6503 0.116
F -4.7719 -1.7751 0.6422 0.159
F -4.0588 -3.2986 1.9613 0.130
C -3.9684 0.3105 2.6788 -0.545
F -4.8396 0.6597 1.7193 0.146
F -3.0786 1.3028 2.7716 0.143
F -4.6816 0.3501 3.8317 0.116
H -2.2197 -2.5198 3.5971 0.089
H -3.6418 -1.8310 4.4116 0.083
H -2.1444 -0.8821 4.2560 0.081
Br 1.2028 -0.4408 7.0179 0.638
C 0.8201 -0.2633 5.1425 -0.697
C 0.2961 0.9228 4.6719 -0.148
C 0.0091 1.0286 3.3202 -0.104
C 0.2216 -0.0212 2.4086 -0.155
C 0.7629 -1.1948 2.9550 -0.084
C 1.0588 -1.3295 4.3017 -0.150
H 0.1020 1.7476 5.3466 0.096
H -0.3940 1.9729 2.9677 0.093
H 0.9674 -2.0405 2.3112 0.101
H 1.4608 -2.2555 4.6905 0.094
```

The strongest force on any atom comes out at 1.86 eV Å⁻¹. As for the expectation value of S²: 8.93. The net charge is -2. The value obtained for the calculated total energy is -169537.8594 eV. The multiplicity is 6. The HOMO energy (spin up / spin down) is 0.44 / -2.35 eV. As for the gap between HOMO and LUMO (spin up / spin down): 3.360 / 6.152 eV.